Record 1
DFT (ωB97M-V/def2-TZVPD) results for a structure of composition C13H28LaNO3P2 in a non-equilibrium geometry.

ORCA input file:
```
! wB97M-V def2-TZVPD RIJCOSX def2/J DEFGRID3
* xyz 0 1
C -3.24093 0.77653 -2.79807
C -1.97994 0.50833 -2.26038
N -1.76777 0.38016 -0.91900
C -2.86158 0.36073 -0.10961
C -4.15034 0.55863 -0.60179
C -4.34794 0.80565 -1.95694
C -0.79688 0.44509 -3.20961
P 0.58926 -0.72280 -2.74494
La 0.82526 0.96973 -0.44808
P -1.10036 0.52767 2.14893
C -2.72670 0.09149 1.37995
O 0.33666 2.93421 -3.09675
O 2.15604 2.17156 -1.72430
H -3.31680 0.95040 -3.87328
H -4.97789 0.54162 0.10798
H -5.33855 1.01704 -2.34723
C 0.14282 -2.28613 -3.52639
C 1.89736 -0.12776 -3.85135
H -3.52670 0.63686 1.90657
H -2.88433 -0.98486 1.57407
H -0.36234 1.49999 -3.34370
H -1.13713 0.07371 -4.18656
C -1.25322 -0.50067 3.65290
C -1.54900 2.14283 2.90008
H 1.36141 2.99363 0.70422
H 2.88712 2.64917 -1.30471
H 1.19013 2.91542 -2.48760
H -0.12426 3.77235 -3.21647
H 1.50347 -1.60655 1.51214
H 0.95418 2.79619 1.29841
H 0.22676 -2.19522 -4.61761
H 0.84974 -3.04313 -3.15703
H -0.87881 -2.55128 -3.22914
H 1.63434 -0.37612 -4.88873
H 2.06559 0.95186 -3.73527
H 2.82340 -0.65594 -3.57613
H -2.31371 2.03415 3.67940
H -0.64084 2.56150 3.35068
H -1.90963 2.81784 2.11719
H -2.03521 -0.12498 4.32649
H -1.48362 -1.53560 3.37531
H -0.29626 -0.48481 4.18789
C 3.06433 -1.00942 2.95228
C 2.29820 -0.87665 1.70371
O 2.49787 0.05264 0.86417
H 2.84371 -0.13351 3.57962
H 4.14256 -1.02851 2.74963
H 2.75051 -1.92909 3.45974
*
```

## Properties
**HOMO (spin up / spin down)**: -4.990 / -3.763 eV
**HOMO-LUMO gap (spin up / spin down)**: 5.1286 / 4.0018 eV

Table of Mulliken atomic charges, one value per atom, all in e:
1 C -0.733
2 C 0.739
3 N 0.037
4 C 0.356
5 C -0.596
6 C -0.799
7 C -1.411
8 P 0.570
9 La 1.351
10 P 0.603
11 C -1.065
12 O -0.639
13 O -0.641
14 H 0.413
15 H 0.372
16 H 0.384
17 C -1.228
18 C -1.226
19 H 0.384
20 H 0.360
21 H 0.405
22 H 0.469
23 C -1.335
24 C -1.433
25 H 0.208
26 H 0.168
27 H 0.402
28 H 0.194
29 H 0.467
30 H -0.221
31 H 0.368
32 H 0.372
33 H 0.356
34 H 0.419
35 H 0.306
36 H 0.369
37 H 0.453
38 H 0.396
39 H 0.339
40 H 0.393
41 H 0.380
42 H 0.344
43 C -1.006
44 C -0.032
45 O -0.823
46 H 0.224
47 H 0.305
48 H 0.282

Record 2
DFT (ωB97M-V/def2-TZVPD) results for an isolated molecule of C8H8N2S in a non-equilibrium geometry.

ORCA input file:
```
! wB97M-V def2-TZVPD RIJCOSX def2/J DEFGRID3
* xyz 0 1
C 0.62610 -3.03724 1.03027
C 0.00083 -0.90805 -0.24324
C -1.16429 -0.30832 -0.81297
C -1.18578 1.14191 -0.93122
C -0.01930 1.86621 -0.70375
C -0.60619 4.32830 0.21660
C 1.18505 1.26782 -0.16591
C 1.09297 -0.13115 0.16509
H 0.42340 -4.14195 0.60018
H 1.83140 -2.82277 1.01467
H 0.03571 -2.86353 2.17205
H -0.84397 -2.82570 -0.51757
H -2.10994 -0.86458 -0.88271
H -2.18071 1.57548 -1.37436
H 2.02672 1.98197 0.07543
H 1.91452 -0.61092 0.69488
N 0.06719 -2.29389 -0.15314
N -1.07497 5.07176 1.04379
S -0.01874 3.57464 -1.22811
*
```

## Properties
**Structure (SMILES)**: CNc1ccc(SC#N)cc1
**HOMO**: -8.548 eV
**HOMO-LUMO gap**: 9.0750 eV

Table of Mulliken atomic charges, one value per atom, all in e:
1 C -0.788
2 C 1.084
3 C -0.658
4 C -0.357
5 C 0.040
6 C 0.390
7 C -0.689
8 C -0.306
9 H 0.327
10 H 0.265
11 H 0.212
12 H 0.293
13 H 0.256
14 H 0.269
15 H 0.337
16 H 0.172
17 N -0.296
18 N -0.434
19 S -0.119

Record 3
DFT (ωB97M-V/def2-TZVPD) results for a structure of composition C5H9NO2 in a non-equilibrium geometry.

ORCA input file:
```
! wB97M-V def2-TZVPD RIJCOSX def2/J DEFGRID3
* xyz 0 1
C -0.95634 -0.49567 1.29724
C 0.76295 0.72387 0.50259
C -1.44910 -0.83603 -0.51195
C 0.92976 1.79842 -0.55748
C 0.79173 -0.67974 -0.05342
O -0.06904 -1.36743 1.59834
O -0.47464 0.83643 1.15751
N 1.51684 -1.38749 -0.70272
H -1.91288 -0.46820 1.82737
H 1.58414 0.74199 1.22945
H 1.39802 -2.35595 -0.95200
H -2.47347 -0.51223 -0.31596
H -1.42860 -1.90982 -0.68475
H -1.12726 -0.29133 -1.40106
H 0.13621 1.73005 -1.30041
H 1.89567 1.69672 -1.05218
H 0.87601 2.77642 -0.08059
*
```

## Properties
**HOMO**: -8.421 eV
**HOMO-LUMO gap**: 8.6093 eV

Table of Mulliken atomic charges, one value per atom, all in e:
1 C 0.116
2 C 0.547
3 C -1.188
4 C -1.309
5 C 0.234
6 O -0.625
7 O -0.391
8 N -0.501
9 H 0.458
10 H 0.288
11 H 0.305
12 H 0.418
13 H 0.286
14 H 0.358
15 H 0.282
16 H 0.375
17 H 0.347

Record 4
DFT (ωB97M-V/def2-TZVPD) results for a structure of composition C3H4CuLiO3 in a non-equilibrium geometry.

ORCA input file:
```
! wB97M-V def2-TZVPD RIJCOSX def2/J DEFGRID3
* xyz 0 1
H -1.10837 2.94529 1.33377
O -1.71128 1.26595 0.39235
O -0.84219 -1.45603 -1.53479
C -0.84176 1.99308 0.83527
C 0.29624 -1.72588 -1.08395
H 0.23691 1.74915 0.86736
Li -1.95906 -0.05962 -0.95452
Cu 2.28979 -2.73261 -0.46106
O 2.00603 -0.99042 0.56528
C 0.81766 -0.67490 -0.02882
H -0.04526 -0.59348 0.70177
H 0.86131 0.27947 -0.63264
*
```

## Properties
**HOMO**: -6.666 eV
**HOMO-LUMO gap**: 5.9968 eV

Table of Mulliken atomic charges, one value per atom, all in e:
1 H 0.258
2 O -0.533
3 O -0.679
4 C 0.007
5 C -0.410
6 H 0.261
7 Li 0.915
8 Cu 0.199
9 O -0.787
10 C 0.510
11 H 0.115
12 H 0.143

Record 5
DFT (ωB97M-V/def2-TZVPD) results for an isolated molecule of C5H10O2.

ORCA input file:
```
! wB97M-V def2-TZVPD RIJCOSX def2/J DEFGRID3
* xyz 0 1
O -3.06208 0.37499 0.55564
C -1.71661 0.23378 0.35481
C -1.13685 -0.95978 0.46424
C 0.29077 -1.31251 0.12568
C 1.40130 -0.39177 0.63806
O 1.22398 0.97856 0.35250
C 1.15509 1.26710 -1.01949
H -3.31543 1.27514 0.32992
H 0.22853 0.88108 -1.47161
H -1.17499 1.14811 0.12880
H -1.79690 -1.78260 0.72920
H 0.51008 -2.31124 0.52194
H 0.38645 -1.41251 -0.96505
H 2.35933 -0.74045 0.21190
H 1.47618 -0.45456 1.72761
H 2.01020 0.85058 -1.57284
H 1.16096 2.35606 -1.11129
*
```

## Properties
**Structure (SMILES)**: COCC/C=C/O
**HOMO**: -8.575 eV
**HOMO-LUMO gap**: 9.4095 eV

Table of Mulliken atomic charges, one value per atom, all in e:
1 O -0.489
2 C -0.037
3 C -0.327
4 C -0.613
5 C -0.478
6 O -0.355
7 C -0.754
8 H 0.337
9 H 0.323
10 H 0.266
11 H 0.315
12 H 0.393
13 H 0.255
14 H 0.337
15 H 0.307
16 H 0.312
17 H 0.210

Record 6
DFT (ωB97M-V/def2-TZVPD) results for a structure of composition C25H64N4NbO6 in a non-equilibrium geometry.

ORCA input file:
```
! wB97M-V def2-TZVPD RIJCOSX def2/J DEFGRID3
* xyz -1 1
C -1.06482 -0.03865 -5.58526
C -1.32209 1.11076 -4.96100
C -2.25293 1.39953 -3.86387
Nb -1.10075 1.48572 -1.90613
C 1.01747 2.03509 -2.47455
C 1.94710 0.98711 -3.10625
C 3.23934 0.67159 -2.35240
C 3.20161 0.51661 -0.85820
O 2.18794 -0.42971 -0.48204
C 2.19747 -0.79633 0.83496
C 1.20231 -0.01198 1.63718
O 2.89444 -1.68548 1.24075
H -1.58182 -0.95722 -5.31542
H -0.30052 -0.09822 -6.35260
H -0.72040 1.97291 -5.27114
H -3.00420 0.60646 -3.72351
H -2.78045 2.34846 -4.00828
H -0.56913 -0.29601 -1.90023
H -0.56325 1.71843 -0.16838
H -1.78686 3.21812 -1.67510
H -2.44554 0.74276 -0.89944
H 0.74177 2.80583 -3.22197
H 1.54622 2.56628 -1.67106
H 1.42954 0.03973 -3.29295
H 2.27765 1.33290 -4.09656
H 3.67178 -0.24724 -2.77339
H 3.95775 1.48905 -2.53387
H 3.00448 1.47914 -0.36031
H 4.16835 0.13303 -0.50024
H 0.20555 -0.32400 1.30194
H 1.36002 -0.20284 2.70007
H 1.25328 1.04410 1.36897
C 0.04716 8.39337 -1.50571
C 0.51239 6.98226 -1.16906
C 0.66039 6.06737 -2.38610
O -0.57148 5.63452 -2.91135
C -1.18733 6.44115 -3.88175
N -0.36862 6.41134 -0.15025
H -1.01641 8.39615 -1.75154
H 0.18795 9.04688 -0.64546
H 0.59559 8.80303 -2.35653
H 1.51249 7.05029 -0.72336
H 1.17016 5.15543 -2.06408
H 1.26729 6.54408 -3.17124
H -0.44166 6.91402 -4.53458
H -1.80988 7.23389 -3.45308
H -1.82009 5.78719 -4.48095
H 0.00285 5.51849 0.16037
H -1.25051 6.16845 -0.59563
C -5.62949 0.33096 3.84192
C -4.73726 -0.64399 3.08278
C -3.28421 -0.17999 2.94972
O -3.08787 0.82565 1.99167
C -3.27013 2.16320 2.38066
N -5.34842 -0.95080 1.78955
H -5.86361 1.19842 3.22233
H -6.57078 -0.15159 4.10481
H -5.14543 0.68666 4.75404
H -4.69741 -1.58496 3.64117
H -2.69554 -1.03047 2.59828
H -2.88442 0.13044 3.92916
H -2.94495 2.31796 3.41862
H -4.31049 2.49704 2.29814
H -2.65487 2.76275 1.71061
H -4.82544 -1.69465 1.33863
H -5.22483 -0.14442 1.18190
C 5.54656 -3.80655 -2.65760
C 4.60127 -3.21334 -1.61749
C 4.57487 -3.97467 -0.29035
O 3.90060 -5.22612 -0.33936
C 4.66089 -6.32098 -0.78305
N 3.28164 -3.02972 -2.21968
H 5.11279 -4.70247 -3.10518
H 5.70781 -3.08805 -3.46099
H 6.51178 -4.07293 -2.22147
H 4.96848 -2.21076 -1.36276
H 4.03743 -3.37136 0.43664
H 5.60262 -4.13763 0.06924
H 5.69803 -6.24719 -0.43110
H 4.68573 -6.41927 -1.87269
H 4.21069 -7.22039 -0.36216
H 2.69773 -2.50013 -1.57616
H 2.83939 -3.94145 -2.30091
C -0.49552 -5.38668 5.28650
C -0.65165 -4.87302 3.86017
C -1.20241 -3.44977 3.76628
O -2.58669 -3.33411 4.05025
C -2.93392 -3.20576 5.40981
N -1.42491 -5.84319 3.08515
H -1.46588 -5.65285 5.70978
H 0.12153 -6.28405 5.28979
H -0.03322 -4.63789 5.93213
H 0.34368 -4.82751 3.40484
H -1.08511 -3.09818 2.73905
H -0.63482 -2.77526 4.42200
H -2.16666 -2.64572 5.95727
H -3.07093 -4.16943 5.90919
H -3.87129 -2.65193 5.45656
H -1.40889 -5.59369 2.10225
H -2.39804 -5.78398 3.37063
*
```

## Properties
**HOMO**: -4.505 eV
**HOMO-LUMO gap**: 6.9860 eV

Here are the Mulliken charges for atoms 1 to 99, given in e:
1 C -0.865
2 C 0.475
3 C -1.205
4 Nb -1.063
5 C -0.747
6 C -0.461
7 C -0.791
8 C -0.616
9 O 0.222
10 C 0.428
11 C -0.927
12 O -0.619
13 H 0.245
14 H 0.270
15 H 0.188
16 H 0.329
17 H 0.287
18 H 0.042
19 H 0.016
20 H 0.037
21 H 0.187
22 H 0.306
23 H 0.325
24 H 0.332
25 H 0.361
26 H 0.224
27 H 0.331
28 H 0.433
29 H 0.429
30 H 0.187
31 H 0.363
32 H 0.278
33 C -1.493
34 C 0.325
35 C -0.382
36 O -0.162
37 C -0.764
38 N -0.767
39 H 0.268
40 H 0.376
41 H 0.340
42 H 0.379
43 H 0.025
44 H 0.419
45 H 0.350
46 H 0.229
47 H 0.207
48 H 0.274
49 H 0.350
50 C -1.580
51 C 0.614
52 C -0.253
53 O -0.150
54 C -0.745
55 N -0.766
56 H 0.316
57 H 0.377
58 H 0.334
59 H 0.157
60 H -0.140
61 H 0.369
62 H 0.341
63 H 0.242
64 H 0.175
65 H 0.288
66 H 0.345
67 C -1.678
68 C 1.056
69 C -0.575
70 O -0.359
71 C -0.680
72 N -0.610
73 H 0.290
74 H 0.390
75 H 0.357
76 H 0.062
77 H 0.097
78 H 0.462
79 H 0.320
80 H 0.209
81 H 0.254
82 H 0.136
83 H 0.324
84 C -1.472
85 C 0.354
86 C -0.585
87 O -0.339
88 C -0.762
89 N -0.742
90 H 0.280
91 H 0.357
92 H 0.346
93 H 0.423
94 H 0.287
95 H 0.410
96 H 0.340
97 H 0.232
98 H 0.304
99 H 0.300

Record 7
DFT (ωB97M-V/def2-TZVPD) results for the ion C5H10N with charge +1 in a non-equilibrium geometry.

ORCA input file:
```
! wB97M-V def2-TZVPD RIJCOSX def2/J DEFGRID3
* xyz 1 1
C 1.50679 -0.30122 0.69155
C 0.05452 -0.15402 0.33975
C -1.13385 -0.90061 0.27328
C 2.51739 -0.47566 -0.29904
C 0.16145 1.33955 0.12466
N -2.39612 -0.27988 -0.02648
H -1.16547 -2.03182 0.28085
H 2.09151 -0.08102 -1.30258
H 2.50681 -1.62084 -0.13600
H 3.44662 -0.10721 0.03213
H -0.55346 1.75847 0.79794
H -0.00351 1.65338 -0.86681
H 1.14193 1.62453 0.30942
H -3.11335 -0.87299 0.46898
H -2.55606 -0.29388 -1.01088
H -2.50519 0.74323 0.32323
*
```

## Properties
**HOMO**: -12.145 eV
**HOMO-LUMO gap**: 8.3735 eV

Table of Mulliken atomic charges, one value per atom, all in e:
1 C -0.560
2 C 0.911
3 C -0.584
4 C -0.595
5 C -1.550
6 N -0.263
7 H 0.344
8 H 0.276
9 H 0.270
10 H 0.314
11 H 0.554
12 H 0.392
13 H 0.371
14 H 0.398
15 H 0.342
16 H 0.380

Record 8
DFT (ωB97M-V/def2-TZVPD) results for an isolated molecule of C5H11OPS2 in a non-equilibrium geometry.

ORCA input file:
```
! wB97M-V def2-TZVPD RIJCOSX def2/J DEFGRID3
* xyz 0 1
C 2.08828 -0.91272 -1.18226
C 2.77006 -0.34136 0.04813
C -2.05123 0.27753 -0.96226
C -2.01456 0.24976 1.64215
C -1.38061 -0.15624 0.33937
O 0.96702 -0.15045 -1.47018
P 0.26075 0.63128 0.18476
S 0.38505 2.59320 0.34940
S 1.65943 -0.49365 1.47035
H 2.85059 -0.72204 -1.99143
H 1.88379 -1.87819 -0.83427
H 3.75816 -0.80777 0.24495
H 2.92999 0.65371 -0.05798
H -2.03162 1.43027 -1.04733
H -1.46980 -0.13460 -1.71776
H -3.06212 -0.15250 -1.10300
H -1.62356 1.21983 1.85848
H -1.67873 -0.33126 2.40699
H -3.05426 0.27232 1.62837
H -1.18661 -1.24712 0.19352
*
```

## Properties
**Structure (SMILES)**: CC(C)[P@]1(=S)OCCS1
**HOMO**: -8.956 eV
**HOMO-LUMO gap**: 9.3434 eV

Table of Mulliken atomic charges, one value per atom, all in e:
1 C -0.280
2 C -0.844
3 C -1.459
4 C -1.405
5 C 0.481
6 O -0.488
7 P 0.403
8 S -0.323
9 S -0.202
10 H 0.312
11 H 0.346
12 H 0.384
13 H 0.401
14 H 0.293
15 H 0.483
16 H 0.384
17 H 0.356
18 H 0.421
19 H 0.415
20 H 0.322

Sequential E_tot output: -41002.919; -22238.306; -10911.823; -54159.648; -9440.656; -46750.956; -6825.379; -38369.934 eV
Sequential energy relative to the best compared isomer or geometry (same formula, charge and spin) output: 0.0; 360.4; 458.5; 0.0; 230.3; 0.0; 465.3; 16.2 kJ/mol